1.
The following is a DFT calculation (wB97M-V/def2-TZVPD) of a 8-piece molecular cluster, H16O8 overall.

Element x y z (Å)
O 2.76437 -3.67286 0.31111
O -0.11060 -0.16646 -1.29375
O 2.34958 3.53367 2.41995
O 0.44706 3.14908 -2.55817
O 3.73262 0.73091 0.41746
O -3.66028 -0.01134 -1.65736
O -4.50757 -2.71419 -1.19171
O -0.73770 -0.79736 2.55213
H 1.11152 2.45134 -2.53289
H 2.78018 2.78510 1.99191
H 4.42876 0.74117 -0.24907
H -4.19203 -0.11575 -0.86029
H -0.15654 0.60298 -0.71510
H 1.42706 3.26386 2.49181
H 2.45503 -3.19487 -0.46660
H 0.46367 3.52105 -1.66916
H -3.77690 0.91482 -1.89742
H 3.85452 -0.11081 0.87094
H -0.75125 -0.82023 3.51560
H -1.42919 -0.16630 2.32278
H -0.73039 -0.79196 -0.90184
H 3.67321 -3.37272 0.42472
H -4.39542 -2.26942 -0.34401
H -5.03971 -3.48971 -0.98105

Force components x, y, z for each atom (eV/Å):
0.2 0.2 -0.1
0.1 0.0 0.2
-0.2 -0.1 0.0
0.1 0.0 0.2
0.1 -0.1 0.0
0.0 0.2 0.2
-0.1 -0.1 0.2
-0.1 0.2 0.1
-0.1 0.0 -0.1
0.1 0.0 -0.1
-0.1 0.1 0.0
-0.1 0.0 -0.2
0.0 -0.1 -0.1
0.1 0.1 0.0
-0.1 0.0 0.1
0.0 0.0 -0.1
0.1 -0.1 0.0
-0.1 0.1 0.0
0.1 -0.1 -0.1
0.1 -0.1 0.0
0.0 0.0 -0.1
-0.1 -0.1 0.0
0.1 -0.2 -0.1
0.0 0.0 0.0

Properties
Kohn-Sham gap in eV: 11.1
Energy in eV: -16638.9823
E_HOMO in eV: -11.12
ΔE to the lowest compared entry with this formula, charge and spin in kJ/mol: 292.2
SMILES: O.O.O.O.O.O.O.O

---

2.
The following is a DFT calculation (wB97M-V/def2-TZVPD) of H16O8 as an isolated structure at a distorted geometry.

Element x y z (Å)
O 6.81980 20.23004 -15.84437
O 7.14351 18.53756 -19.13912
O 4.39435 17.44533 -16.85335
O 4.33521 19.90803 -16.43561
O 7.18185 17.53172 -16.15804
O 5.99763 19.10271 -17.53791
O 6.07419 18.51029 -14.72563
O 6.42264 21.39996 -18.29373
H 7.11828 16.93718 -16.90550
H 6.73892 18.70331 -18.28761
H 7.00409 20.86643 -16.53523
H 4.16034 20.07965 -17.36092
H 5.79255 20.68439 -18.37852
H 3.98352 17.86742 -17.60786
H 6.70378 18.53728 -15.44613
H 5.36551 18.58959 -17.03456
H 6.05343 20.58233 -15.39181
H 4.80718 20.68374 -16.13268
H 6.75514 21.53338 -19.18135
H 3.74996 17.53008 -16.15062
H 5.60910 17.68212 -14.84424
H 6.40959 18.51461 -19.75316
H 7.73857 18.24660 -16.46668
H 6.34368 19.73847 -16.91158

Force components x, y, z for each atom (eV/Å):
2.7 4.0 1.9
4.2 -2.0 -6.3
-0.8 -1.6 -0.1
-3.4 1.8 1.6
3.8 -3.9 -2.8
-3.6 0.3 -0.2
-3.2 1.3 4.4
0.0 1.4 0.0
0.1 -0.2 -0.6
0.1 -0.5 0.3
1.1 1.7 -0.3
-0.2 0.3 -0.1
0.1 -0.6 -0.2
-0.5 -0.3 -0.3
-1.5 0.0 1.7
0.4 -0.7 0.5
0.6 -0.4 1.2
-1.0 0.3 -0.3
0.3 0.1 -0.1
-0.2 0.1 0.3
0.3 0.0 0.2
0.1 -0.1 -0.2
0.9 -0.3 -0.6
-0.3 -0.9 0.0

Properties
Kohn-Sham gap in eV: 9.4
Energy in eV: -16632.4689
E_HOMO in eV: -9.44
ΔE to the lowest compared entry with this formula, charge and spin in kJ/mol: 920.6

---

3.
The following is a DFT calculation (wB97M-V/def2-TZVPD) of a 8-piece molecular cluster, H16O8 overall at a distorted geometry.

Element x y z (Å)
O -2.67341 -0.86733 -1.21797
O 0.49076 -0.70290 -1.27080
O 0.70439 -3.20276 -0.31349
O -1.61397 -2.23330 1.72687
O 1.08783 -0.02652 0.64426
O 6.97111 1.18054 0.13089
O -3.77943 2.32947 0.66188
O -0.67158 3.04779 -0.42149
H -4.56138 2.84363 0.89250
H -2.20849 -1.70423 -1.10650
H -0.30684 -0.87594 -1.78352
H -1.51190 2.70389 -0.09811
H 0.39174 -2.32781 -0.05717
H -1.98663 -1.48003 1.25495
H 0.35820 0.59754 0.55946
H 7.42882 0.43518 0.53578
H -0.05404 2.31949 -0.29027
H -3.11868 2.99478 0.43882
H 0.04538 -3.80367 0.05202
H 0.39700 0.21559 -0.99408
H 6.09292 1.15999 0.52757
H -0.93661 -2.57184 1.13058
H -2.33772 -0.52197 -2.05286
H 1.79253 0.49042 1.05066

Force components x, y, z for each atom (eV/Å):
0.3 0.0 0.0
-1.4 -0.3 -2.2
-0.5 -0.4 0.3
0.0 0.0 -0.2
1.0 1.3 2.3
-0.1 -0.1 0.2
0.2 0.1 -0.1
0.0 -0.2 0.1
0.0 -0.1 0.0
-0.2 -0.1 0.0
0.2 -0.1 -0.4
0.3 -0.2 -0.1
0.6 0.5 -0.3
-0.1 0.1 0.1
-0.1 -0.2 0.9
0.0 0.1 -0.1
0.0 0.3 -0.1
-0.5 0.2 0.2
0.2 -0.4 -0.1
0.2 -0.6 -0.8
0.1 0.0 -0.1
-0.1 0.1 0.3
-0.3 0.1 0.0
0.0 0.0 0.3

Properties
Kohn-Sham gap in eV: 11.1
Energy in eV: -16637.7139
E_HOMO in eV: -11.39
ΔE to the lowest compared entry with this formula, charge and spin in kJ/mol: 414.6
SMILES: O.O.O.O.O.O.O.O

---

4.
The following is a DFT calculation (wB97M-V/def2-TZVPD) of a 8-piece molecular cluster, H16O8 overall at a distorted geometry.

Element x y z (Å)
O 0.81596 2.79550 -0.41071
O 2.34296 -0.11650 -1.01971
O -1.93104 -2.14950 1.28129
O -3.03304 0.20550 3.46529
O -0.59204 0.45250 0.01529
O 1.52896 1.72150 -3.00571
O -0.00304 -1.25950 -1.95371
O 0.95096 0.04850 2.32029
H -2.21304 -2.88850 1.82429
H 0.16896 -2.19750 -2.05271
H -1.45104 0.32250 0.34929
H -1.12104 -2.48350 0.90829
H 1.53496 0.91550 -2.45771
H 2.38296 -0.18550 -0.08871
H 0.31396 0.37850 1.70829
H 1.69896 0.57750 2.21129
H -2.61104 -0.28850 2.83929
H -3.03804 -0.24850 4.27929
H 0.37496 1.96450 -0.22371
H 1.02996 2.56150 -1.28871
H -0.50304 -0.14550 -0.77071
H 1.68296 1.38450 -3.86271
H 1.46696 -0.51150 -1.27771
H 0.20296 -0.85350 -2.78971

Force components x, y, z for each atom (eV/Å):
-0.3 0.1 1.1
-1.1 -0.5 -2.2
-0.3 0.0 0.1
-2.0 3.1 1.1
1.5 -0.4 -1.4
-0.7 -0.4 1.3
-0.1 -0.2 0.1
-0.8 -1.9 1.1
-0.3 0.0 0.2
0.0 -0.2 0.0
-1.8 -0.2 0.6
0.6 0.1 -0.2
0.6 0.8 0.2
0.0 0.0 1.6
-0.7 0.3 -0.9
1.8 1.5 -0.1
1.9 -2.3 -2.4
0.2 -0.9 1.2
-0.6 -0.1 1.0
0.9 0.6 -2.0
-0.3 0.6 1.1
0.4 -0.2 -1.7
1.3 0.1 0.9
-0.1 0.2 -0.8

Properties
Kohn-Sham gap in eV: 9.7
Energy in eV: -16639.2769
E_HOMO in eV: -10.17
ΔE to the lowest compared entry with this formula, charge and spin in kJ/mol: 263.8
SMILES: O.O.O.O.O.O.O.O

---

5.
The following is a DFT calculation (wB97M-V/def2-TZVPD) of a 8-piece molecular cluster, H16O8 overall.

Element x y z (Å)
O 1.58957 -2.36751 4.78333
O -3.45615 4.13323 3.58929
O 1.32836 3.78789 3.11907
O 0.88858 -0.37748 0.85406
O -2.59709 -2.11910 -3.50013
O 2.50577 -0.15756 -4.66877
O -1.05654 1.99635 -3.30312
O -0.81573 -5.27413 -0.46950
H 2.49840 -2.11029 4.62809
H 0.03433 -4.93616 -0.18769
H -3.65402 3.88840 4.49325
H 2.33023 0.06675 -5.58261
H 2.02593 3.30813 3.56568
H -2.20001 -1.25143 -3.42457
H 0.96015 -0.43134 -0.09894
H -2.56065 3.82608 3.44799
H -2.93261 -2.30665 -2.62349
H 2.96416 -0.99677 -4.71144
H -0.63716 -6.17329 -0.74494
H -1.00394 2.95169 -3.33128
H 1.78783 4.41650 2.56233
H 1.13076 -2.12487 3.97907
H 1.02402 0.54899 1.05291
H -0.15422 1.70252 -3.42851

Force components x, y, z for each atom (eV/Å):
-0.1 -0.1 0.2
-0.2 0.1 -0.1
-0.2 -0.1 0.0
0.0 -0.2 0.2
0.0 -0.1 -0.2
-0.1 0.2 0.2
-0.2 -0.2 0.1
-0.2 0.1 0.0
0.2 0.0 0.0
0.2 0.1 0.1
-0.1 0.0 0.2
-0.1 0.1 -0.2
0.2 -0.1 0.2
0.1 0.3 0.0
0.0 -0.1 -0.3
0.3 -0.1 -0.1
-0.1 -0.1 0.2
0.1 -0.2 0.0
0.0 -0.2 -0.1
-0.1 0.2 0.0
0.1 0.2 -0.1
-0.2 0.1 -0.3
0.0 0.3 0.1
0.3 -0.1 -0.1

Properties
Kohn-Sham gap in eV: 11.3
Energy in eV: -16639.1472
E_HOMO in eV: -11.18
ΔE to the lowest compared entry with this formula, charge and spin in kJ/mol: 276.3
SMILES: O.O.O.O.O.O.O.O

---

6.
The following is a DFT calculation (wB97M-V/def2-TZVPD) of a 8-piece molecular cluster, H16O8 overall.

Element x y z (Å)
O -1.16705 -2.36886 1.64590
O 0.99822 -4.06311 -0.20072
O 0.02796 3.69433 -1.79920
O 1.09926 2.25885 1.24292
O -0.07543 -0.03573 -0.00097
O -2.05467 -0.47612 -1.83468
O 1.35867 -1.84475 2.66344
O -0.94223 1.53661 -3.48619
H 0.27665 -0.61227 0.68542
H -1.57893 -3.17183 1.97999
H 2.28640 -1.62758 2.52096
H -0.65519 2.37349 -3.10084
H -1.03567 0.92088 -2.73631
H -2.78081 0.12964 -2.02071
H -0.24280 4.61061 -1.92015
H 0.84836 -3.46668 0.54022
H -0.34782 -2.26853 2.16109
H 0.50145 3.67347 -0.96290
H 1.15884 -1.50861 3.54581
H 2.04851 2.09959 1.17575
H -1.80164 -0.30531 -0.90946
H 0.30262 0.83770 0.20162
H 1.02613 3.15783 1.58189
H 0.74919 -3.54361 -0.97288

Force components x, y, z for each atom (eV/Å):
0.2 0.0 0.3
0.2 0.1 0.0
0.0 0.3 0.0
0.3 0.2 0.0
0.4 0.4 0.1
-0.2 0.2 0.3
0.2 0.2 0.3
0.0 0.0 0.1
-0.2 -0.1 0.0
0.0 0.0 -0.1
0.0 -0.1 -0.1
0.0 -0.2 0.1
0.1 0.0 -0.4
-0.1 -0.1 0.0
0.0 0.0 0.0
-0.2 0.0 0.0
-0.4 -0.1 -0.3
0.0 -0.1 0.0
0.0 0.0 -0.1
-0.1 0.0 0.0
0.2 -0.2 -0.3
-0.3 -0.3 0.0
-0.1 -0.1 0.1
-0.1 0.0 0.0

Properties
Kohn-Sham gap in eV: 9.5
Energy in eV: -16639.8163
E_HOMO in eV: -9.85
ΔE to the lowest compared entry with this formula, charge and spin in kJ/mol: 211.7
SMILES: O.O.O.O.O.O.O.O

---

7.
The following is a DFT calculation (wB97M-V/def2-TZVPD) of a 8-piece molecular cluster, H16O8 overall.

Element x y z (Å)
O 1.57480 -2.18146 -2.49021
O -3.90409 0.68228 0.63853
O -0.66560 0.11763 0.18902
O 3.48331 0.50357 -2.32391
O -2.70638 -2.78740 -1.06295
O -0.18155 3.22086 0.22205
O 2.16173 -1.15076 0.40265
O -0.46355 1.15401 2.93565
H -4.02794 0.04737 -0.07755
H -2.03222 -2.14678 -0.79922
H 1.22802 -1.72694 -1.71295
H 2.26253 -0.35388 0.93962
H 3.00257 -1.61707 0.48962
H 1.68595 -1.49088 -3.15549
H 3.93551 1.23981 -1.89652
H 0.18904 1.81133 3.20680
H -1.14388 1.18262 3.62047
H -2.59882 -3.52678 -0.45461
H 0.21462 -0.14893 -0.10242
H -0.34053 2.34922 0.61396
H 2.69026 0.36158 -1.79485
H -0.72949 3.82697 0.73240
H -2.94787 0.73627 0.74708
H -0.68644 -0.10263 1.13283

Force components x, y, z for each atom (eV/Å):
-0.1 0.2 0.0
0.1 -0.1 0.0
0.0 -0.1 0.2
0.0 0.1 0.1
0.1 0.1 0.2
0.1 -0.1 0.3
-0.1 0.4 0.1
0.0 0.1 0.2
0.0 0.1 0.1
-0.1 -0.1 -0.1
0.1 -0.1 -0.1
0.1 -0.2 0.0
-0.1 0.0 -0.2
0.0 -0.1 0.1
-0.1 0.0 -0.1
-0.1 -0.1 -0.1
0.1 0.0 -0.1
0.0 0.1 -0.1
-0.1 -0.1 0.0
-0.1 0.0 -0.2
0.1 0.0 0.0
0.0 -0.1 -0.1
0.0 0.0 -0.2
0.1 0.1 -0.1

Properties
Kohn-Sham gap in eV: 10.9
Energy in eV: -16639.6937
E_HOMO in eV: -11.20
ΔE to the lowest compared entry with this formula, charge and spin in kJ/mol: 223.5
SMILES: O.O.O.O.O.O.O.O

---

8.
The following is a DFT calculation (wB97M-V/def2-TZVPD) of a 9-piece molecular cluster, H17O9 overall at a distorted geometry.

Element x y z (Å)
O -2.22512 -0.24825 -1.66776
O 2.03884 2.41615 0.81375
O -0.11293 -0.17334 0.16300
O 2.35648 0.03347 -1.26490
O -2.18083 -1.01769 1.84363
O 1.08289 -1.52797 2.35149
O 0.25478 1.18169 -3.08503
O -0.16899 -2.62007 -0.87825
O -0.78735 2.25192 -0.06773
H -2.91289 -0.64907 -1.13622
H 1.02471 -2.47384 2.21668
H -0.65486 1.35343 0.23457
H 0.42460 -1.16055 1.76167
H -1.72099 2.41500 0.06628
H 2.28626 0.92743 -0.93002
H -1.43611 -0.31595 -1.13007
H -0.26916 -1.81875 -0.36436
H 0.43340 -3.15975 -0.36629
H 1.52930 -0.38063 -1.01888
H -1.44618 -0.55560 1.43990
H -1.81789 -1.38939 2.64759
H -0.65571 1.41126 -2.89920
H 0.66663 1.11700 -2.22339
H 1.59882 1.56761 0.86478
H 0.32423 0.24646 0.92928
H 2.36813 2.56938 1.69937

Force components x, y, z for each atom (eV/Å):
-0.7 0.2 -0.6
0.3 0.3 -0.1
0.4 0.0 1.6
0.8 0.0 -0.4
-0.9 -0.3 0.6
0.4 -0.2 1.0
0.1 0.2 -0.6
-0.1 -1.2 -0.6
-0.4 1.9 -0.1
-0.1 -0.1 0.2
0.0 -0.2 -0.1
-0.1 -1.1 -0.4
-0.3 0.0 -0.8
-0.2 0.1 -0.1
0.2 0.3 0.1
0.5 0.2 0.4
0.1 0.9 0.5
0.2 -0.1 0.0
-0.7 -0.3 0.4
0.6 0.3 -1.0
0.0 -0.1 0.2
-0.3 0.0 0.2
0.1 -0.1 0.2
-0.2 -0.2 0.0
0.0 -0.4 -0.7
0.1 0.0 0.2

Properties
Total charge: -1
Kohn-Sham gap in eV: 9.7
Energy in eV: -18705.3266
E_HOMO in eV: -6.61
ΔE to the lowest compared entry with this formula, charge and spin in kJ/mol: 115.6